Entry 1:
ORCA calculation (ωB97M-V/def2-TZVPD) on a 2-piece molecular cluster, C5H14N2 overall.

* LUMO (spin up / spin down): 4.31 / 4.18 eV
* charge: -1
* spin multiplicity: 2
* frontier orbital gap (spin up / spin down): 4.907 / 6.012 eV

Geometry (Å):
N -2.883 1.236 -0.441
N 0.577 0.315 -0.562
C -0.707 0.095 0.033
C -1.321 -1.290 0.161
C -0.266 -2.363 0.385
C 3.903 0.887 -0.067
C -1.620 1.242 0.349
H 4.110 1.909 -0.386
H -3.546 1.910 -0.069
H -2.042 -1.284 0.993
H -0.148 0.265 -1.351
H -1.956 1.207 1.392
H -1.059 2.162 0.212
H 0.268 -2.169 1.320
H 4.551 0.201 -0.621
H 2.859 0.617 -0.237
H -0.692 -3.358 0.473
H -1.915 -1.522 -0.738
H -2.677 1.499 -1.414
H 4.110 0.806 1.000
H 0.453 -2.365 -0.432

---

Entry 2:
ORCA calculation (ωB97M-V/def2-TZVPD) on C32H48AsInN5O6 as an isolated structure.

* LUMO: -8.44 eV
* charge: +3
* frontier orbital gap: 7.298 eV

Geometry (Å):
In 1.022 0.432 -2.024
As -2.875 2.848 0.186
O 2.377 2.192 -0.363
O -1.797 -0.334 -2.227
O 0.530 1.178 1.210
O -1.066 3.059 -0.132
O 2.296 -5.209 -2.664
O 2.615 -7.386 -0.082
N 0.111 4.734 0.825
N -0.834 -2.044 -0.607
N 4.136 1.297 0.782
N 3.057 -1.245 -2.026
N 3.942 -5.910 -1.266
C -3.413 4.454 1.083
C 3.485 -7.274 -1.197
C 2.775 -2.549 -2.069
C 5.150 2.015 0.004
C -6.138 2.281 3.577
C -0.189 3.477 0.757
C -4.582 1.562 1.891
C 3.249 -4.969 -1.954
C -2.290 -1.109 -3.329
C 5.319 -1.804 -1.489
C -0.879 -3.271 -1.148
C -5.648 1.190 1.069
C -7.197 1.902 2.759
C -0.210 -4.254 0.934
C 4.615 0.387 1.826
C -3.534 3.018 -1.592
C -2.531 -2.550 -2.923
C 1.074 5.254 1.814
C 0.482 2.500 1.701
C 1.853 0.670 1.388
C -6.953 1.360 1.503
C 5.012 -3.155 -1.504
C -0.572 -4.398 -0.394
C -0.193 -2.982 1.494
C 2.842 1.452 0.518
C -1.279 -3.370 -2.604
C 3.719 -3.545 -1.813
C -0.520 -1.913 0.688
C 4.323 -0.891 -1.756
C -4.832 2.116 3.144
C -3.176 1.355 1.408
C -0.337 5.721 -0.170
H 4.296 0.704 2.819
H 6.331 -1.472 -1.300
H -2.857 4.617 2.005
H -8.214 2.022 3.106
H -0.925 5.251 -0.949
H -2.422 1.447 2.189
H -3.040 0.437 0.838
H 1.489 2.865 1.896
H 1.853 -0.381 1.088
H 5.788 -3.887 -1.320
H 4.534 0.171 -1.795
H -3.223 -0.669 -3.682
H -1.415 -1.000 -1.595
H -0.903 6.511 0.320
H -3.040 2.303 -2.243
H 0.550 6.162 -0.622
H -3.206 -2.575 -2.063
H -5.446 0.739 0.101
H -3.057 -3.019 -3.756
H -0.071 2.527 2.651
H -6.333 2.695 4.557
H -0.596 -5.372 -0.856
H -4.010 2.394 3.794
H 5.875 1.307 -0.391
H 2.466 -8.320 0.106
H -4.464 4.318 1.339
H -7.777 1.056 0.873
H 0.050 -2.831 2.537
H -0.558 -0.901 1.083
H 2.968 -7.498 -2.128
H 5.701 0.392 1.813
H -3.315 5.302 0.411
H 5.673 2.727 0.643
H -0.446 -3.048 -3.241
H 1.771 -2.843 -2.342
H 4.673 2.553 -0.808
H 2.120 0.716 2.446
H 4.352 -7.925 -1.088
H 4.281 -0.637 1.650
H 4.592 -5.620 -0.554
H -1.573 -1.058 -4.156
H -3.346 4.049 -1.887
H -4.608 2.827 -1.563
H 0.948 4.778 2.782
H 0.896 6.319 1.931
H -1.448 -4.416 -2.851
H 0.053 -5.122 1.523
H 2.095 5.111 1.456

---

Entry 3:
ORCA calculation (ωB97M-V/def2-TZVPD) on C5H11ClSi as an isolated structure.

* LUMO: 0.71 eV
* frontier orbital gap: 9.827 eV

Geometry (Å):
Cl -1.383 -2.486 -1.695
Si -0.880 -0.670 -0.764
C -0.119 0.611 -2.139
C -2.373 0.090 -0.107
C 2.103 -0.603 0.994
C 0.658 -0.991 1.144
C 1.235 0.013 2.038
H -2.996 0.796 -0.677
H 2.638 -1.423 1.379
H 0.513 -1.977 1.590
H -3.032 -0.643 0.251
H -2.099 0.691 0.750
H 0.467 1.196 -1.445
H 0.962 1.142 1.863
H 0.625 0.208 -2.894
H 1.542 -0.133 3.069
H -0.867 1.264 -2.612
H 2.491 -0.123 0.092

---

Entry 4:
ORCA calculation (ωB97M-V/def2-TZVPD) on one molecule with the formula C5H7NO.

* LUMO: 0.75 eV
* frontier orbital gap: 9.653 eV
* SMILES: C=C1CNC(=O)C1

Geometry (Å):
O -1.745 0.877 -2.191
N -0.475 -0.864 -1.366
C 0.170 -1.179 -0.105
C -0.369 1.117 -0.156
C -0.970 0.412 -1.381
C 1.265 0.249 1.638
C 0.547 0.119 0.522
H 0.253 1.948 -0.477
H 1.902 -0.559 1.999
H -1.187 1.508 0.459
H -0.815 -1.542 -2.038
H -0.452 -1.131 0.879
H 0.805 -2.067 -0.157
H 1.062 1.062 2.326

---

Number 1: F_max 2.65 eV Å⁻¹. Number 2: F_max 0.89 eV Å⁻¹. Number 3: F_max 4.21 eV Å⁻¹. Number 4: F_max 3.16 eV Å⁻¹.